[1]
Formula: C25H35N5O4S
Source: OMol25
Level of theory: ωB97M-V/def2-TZVPD

Geometry (Å):
C (-2.800155, -1.286244, -4.881367)
H (-3.477260, -1.073019, -5.800580)
O (-2.098189, -0.073963, -4.945595)
C (-1.041419, 0.049133, -3.860794)
C (-0.213888, 1.345976, -3.767491)
C (0.575350, 1.484152, -2.685950)
C (0.871331, 0.506444, -1.673529)
C (0.382920, -0.831190, -2.069842)
C (-0.609011, -1.089436, -2.984116)
H (-1.131672, -1.935957, -2.998338)
H (0.481006, -1.753584, -1.376938)
C (1.991071, 0.549658, -0.857622)
N (1.638167, 0.395319, 0.511974)
C (0.123285, 0.503777, 0.878360)
O (-0.241672, -0.039525, 1.787544)
C (-0.571585, 1.584759, 0.307187)
C (-0.146389, 3.057056, 0.007227)
N (0.981543, 3.558527, 0.295825)
H (0.916160, 4.529796, -0.100337)
H (1.404418, 3.183940, 1.074271)
C (-1.159921, 3.500144, -0.806572)
N (-2.430877, 2.657772, -0.896359)
S (-2.213358, 1.220995, -0.434484)
C (-1.366279, 4.908582, -1.077846)
O (-0.202143, 5.555151, -1.147373)
N (-2.342502, 5.384530, -1.964948)
H (-2.946180, 4.809441, -1.985923)
H (-2.470045, 6.205016, -2.327468)
C (2.297336, -0.658465, 1.374300)
C (2.359743, -0.256161, 2.777452)
H (1.380532, -0.376126, 3.066321)
H (2.955798, 0.659277, 2.803711)
C (3.206357, -1.321546, 3.505285)
C (4.782750, -1.320403, 3.086178)
H (4.772829, -1.819090, 2.090975)
H (4.983626, -0.501092, 2.871758)
H (5.415613, -2.011079, 3.567919)
C (3.013731, -0.901244, 5.160511)
H (3.748388, -1.695661, 5.603090)
H (3.593881, -0.108686, 5.215138)
H (2.097967, -0.744080, 5.465084)
H (2.627295, -2.423511, 3.624593)
H (3.371842, -0.543714, 0.920977)
C (2.040745, -2.054318, 1.090153)
O (2.796480, -2.982687, 0.365346)
N (0.768795, -2.328855, 1.380750)
H (0.191164, -1.625018, 1.905214)
C (0.218095, -3.605783, 1.325743)
C (-1.034537, -3.828442, 0.335495)
C (-2.215939, -3.156380, 1.250773)
C (-2.470791, -3.692339, 2.455851)
C (-1.208296, -3.684906, 3.322616)
C (-0.099790, -4.330815, 2.482894)
H (-0.414224, -5.333382, 2.618973)
H (0.727850, -4.223135, 3.332380)
H (-1.652242, -4.145854, 4.403357)
H (-0.829300, -2.616779, 3.593686)
H (-2.825075, -4.752662, 2.454613)
H (-3.352343, -3.171734, 2.978184)
H (-3.357269, -2.891938, 0.642285)
H (-1.832377, -1.897391, 1.261764)
H (-1.452542, -4.741022, 0.289204)
H (-0.811040, -3.270946, -0.569344)
H (0.965378, -4.476225, 0.977164)
H (2.209898, 1.867400, -0.728583)
H (2.825231, 0.218965, -1.010395)
H (1.036466, 2.504058, -2.659213)
H (-0.885773, 1.975736, -4.463876)
H (-3.222502, -1.607257, -3.811227)
H (-2.415408, -2.107148, -4.980540)

Cartesian forces (eV/Å) of the 3 atoms listed first:
-6.7 7.9 1.2
0.1 -1.1 2.1
4.0 0.3 3.9

Properties
DFT total energy   -52948.165 eV
Molecular weight   501.65 g/mol
Net charge   0
Strongest force on any atom   15.751 eV Å⁻¹
Frontier orbital gap   7.06 eV

[2]
Formula: C25H36CeCl2N8O2
Source: OMol25
Level of theory: ωB97M-V/def2-TZVPD

Geometry (Å):
Ce (0.036016, -0.665520, 0.010063)
O (2.615356, 0.747712, 3.289561)
C (3.201695, 1.878109, 2.748871)
C (4.192239, 2.534882, 3.468704)
C (4.824642, 3.646598, 2.941474)
C (4.484701, 4.106040, 1.673948)
C (3.501240, 3.454526, 0.961064)
C (2.830965, 2.334555, 1.478188)
C (1.740277, 1.750907, 0.680918)
O (0.892041, 0.929732, 1.251926)
N (1.673676, 2.035716, -0.600596)
N (0.589234, 1.370007, -1.161598)
C (0.109867, 1.776241, -2.274674)
C (-1.030653, 1.033920, -2.846920)
C (-1.632099, 1.447641, -4.022007)
C (-2.731858, 0.732920, -4.493142)
C (-3.180924, -0.356687, -3.773241)
C (-2.516150, -0.704960, -2.600868)
N (-1.462234, -0.037992, -2.137071)
H (2.727457, 0.785027, 4.247188)
H (4.460099, 2.177285, 4.456991)
H (5.582134, 4.155849, 3.521493)
H (4.966855, 4.979134, 1.258684)
H (3.209599, 3.827827, -0.009616)
H (0.515141, 2.661325, -2.759590)
H (-1.261694, 2.313702, -4.551976)
H (-3.228735, 1.036493, -5.404674)
H (-4.037812, -0.931352, -4.094186)
H (-2.859894, -1.552196, -2.016730)
Cl (-0.944069, -2.241553, 2.342493)
C (-2.422237, -1.205411, 2.525706)
Cl (-2.629359, -0.042799, 1.193224)
H (-2.302194, -0.653468, 3.449569)
H (-3.268268, -1.881163, 2.510181)
N (5.070710, -2.625088, 2.128446)
C (4.935795, -1.180685, 1.699050)
C (3.755534, -1.057711, 0.749489)
N (2.500613, -1.532362, 1.338808)
C (2.639969, -2.932105, 1.742441)
C (3.786739, -3.158775, 2.720038)
H (5.826738, -2.717346, 2.809973)
H (5.339923, -3.196564, 1.324169)
H (5.881316, -0.892324, 1.242882)
H (4.783018, -0.606890, 2.613603)
H (3.943763, -1.622993, -0.169713)
H (3.659732, -0.010761, 0.457947)
H (2.296544, -0.942504, 2.151288)
H (2.776735, -3.539248, 0.842161)
H (1.726005, -3.287341, 2.219638)
H (3.949182, -4.209957, 2.952753)
H (3.638611, -2.609006, 3.649811)
C (3.956511, -2.068673, -4.400263)
C (3.374241, -0.785301, -3.848596)
N (2.615621, -1.117267, -2.640318)
C (1.779401, -2.196507, -2.597116)
N (0.936403, -2.290114, -1.573506)
C (0.077389, -3.473092, -1.505912)
C (-0.336750, -3.933945, -2.891531)
C (0.926640, -4.226418, -3.671391)
N (1.873437, -3.109881, -3.568637)
C (2.824461, -3.029813, -4.690462)
H (4.653937, -2.501235, -3.680282)
H (4.515304, -1.873550, -5.314248)
H (2.729399, -0.305579, -4.592491)
H (4.149178, -0.073860, -3.569489)
H (2.342980, -0.325986, -2.076828)
H (-0.804664, -3.252130, -0.881261)
H (0.593715, -4.295011, -0.994152)
H (-0.910108, -3.149403, -3.392410)
H (-0.960923, -4.825507, -2.849219)
H (0.708019, -4.363637, -4.730506)
H (1.413137, -5.139763, -3.317977)
H (2.270593, -2.725994, -5.583327)
H (3.193621, -4.041430, -4.863795)

Cartesian forces (eV/Å) of the 3 atoms listed first:
0.0 -0.9 -0.4
0.0 0.0 0.0
0.0 0.1 0.1

Properties
DFT total energy   -80478.931 eV
Molecular weight   691.64 g/mol
Net charge   +3
Strongest force on any atom   0.952 eV Å⁻¹
Frontier orbital gap (alpha / beta)   7.44 / 7.46 eV
2S+1   2

[3]
Formula: C25H36ClNO7P
Source: OMol25
Level of theory: ωB97M-V/def2-TZVPD

Geometry (Å):
C (-0.299773, -5.874110, -0.718437)
C (0.256291, -6.246278, -2.219706)
O (1.007128, -7.371724, -2.353539)
O (-0.026231, -5.492354, -3.454023)
C (-0.122091, -4.043193, -3.198902)
C (-1.731900, -3.678453, -3.154077)
C (-1.968708, -2.322335, -2.216140)
C (-1.722816, -0.924345, -3.077206)
C (-2.295395, 0.343300, -2.151248)
C (-1.107146, 1.389968, -1.728359)
C (-0.894278, 1.563750, -0.099751)
C (-1.431883, 0.505254, 1.030760)
C (-1.219161, 0.690986, 2.679928)
C (-1.804972, -0.515321, 3.603921)
P (-3.480152, -0.084865, 4.464889)
O (-3.771092, 1.465635, 4.566065)
O (-3.339744, -0.690641, 6.128742)
O (-4.836234, -0.982018, 3.763970)
C (-0.429116, 2.038365, 3.137167)
C (-0.171891, 2.348180, 4.715457)
Cl (-0.712858, 1.372066, 6.180714)
C (0.690407, 3.743370, 5.047623)
N (1.190564, 4.708550, 3.995796)
C (0.924606, 4.462202, 2.527172)
C (0.129116, 3.122269, 2.002568)
C (-0.063917, 2.936932, 0.370938)
C (0.557023, 4.036240, -0.711570)
C (2.212664, 4.068019, -0.594354)
C (2.987509, 3.526264, -1.933554)
C (3.848260, 2.169278, -1.471271)
C (2.905024, 0.805767, -1.536882)
O (3.739175, -0.420769, -1.551010)
C (2.764273, -1.545821, -1.731221)
C (2.325225, -2.370105, -0.368320)
O (2.254129, -1.850954, -2.953289)
H (-1.466135, -5.777419, -0.643271)
H (0.084680, -6.723802, 0.012979)
H (0.187517, -4.869270, -0.339815)
H (0.350347, -3.453698, -4.123028)
H (0.479494, -3.680444, -2.256178)
H (-2.065151, -3.490850, -4.263487)
H (-2.352034, -4.553182, -2.637741)
H (-3.091359, -2.245160, -1.819707)
H (-1.188270, -2.272212, -1.316678)
H (-2.296452, -0.969274, -4.122519)
H (-0.577735, -0.824730, -3.321350)
H (-2.951053, -0.054007, -1.267092)
H (-3.047343, 0.920493, -2.877016)
H (-0.096178, 0.984979, -2.192450)
H (-1.359699, 2.418264, -2.276597)
H (-1.980103, -0.465422, 0.640055)
H (-0.997789, -0.836537, 4.388863)
H (-2.026503, -1.473760, 2.932733)
H (-2.531324, -1.312787, 6.083700)
H (-5.199787, -0.425638, 3.009618)
H (0.929525, 4.002206, 6.187728)
H (1.707235, 5.570087, 4.344228)
H (1.318706, 5.287685, 1.766806)
H (0.193128, 5.118322, -0.407176)
H (0.217073, 3.851024, -1.815803)
H (2.550604, 5.187544, -0.367344)
H (2.466981, 3.363899, 0.335509)
H (2.296045, 3.327079, -2.859559)
H (3.828740, 4.336369, -2.179386)
H (4.214042, 2.239508, -0.340827)
H (4.852990, 2.056485, -2.106117)
H (2.196830, 0.721599, -0.587616)
H (2.327541, 0.846099, -2.554836)
H (2.667059, -3.492469, -0.383190)
H (2.842118, -1.860905, 0.564420)
H (1.154226, -2.333186, -0.200711)

Cartesian forces (eV/Å) of the 3 atoms listed first:
0.6 0.2 0.1
3.5 -5.5 -1.5
-5.1 7.5 0.8

Properties
DFT total energy   -64116.431 eV
Molecular weight   528.99 g/mol
Net charge   +1
Strongest force on any atom   9.302 eV Å⁻¹
Frontier orbital gap   6.30 eV
Structure (SMILES)   CC(=O)OCCCCCCc1cc(CP(=O)(O)O)c2c(Cl)c[nH+]cc2c1CCCCCOC(C)=O